[1]
C4H9O2P in the gas phase at a distorted geometry. Source: OMol25; level of theory: wB97M-V/def2-TZVPD.

Positions of all 16 atoms, in Å:
C (-0.2165, -0.5536, -0.4952)
C (-0.5429, 0.0937, 2.0434)
C (1.4025, 0.7671, 0.5120)
C (-0.0466, 0.4729, 0.5940)
O (0.0687, -1.7231, -0.5952)
O (-0.6347, 0.2443, -1.6329)
P (-1.0119, -0.4891, -3.0428)
H (-0.2294, 0.8812, 2.7395)
H (-1.6859, 0.0565, 1.9776)
H (-0.2438, -0.9253, 2.3766)
H (1.9318, -0.2519, 0.2100)
H (1.7449, 1.4051, 1.3750)
H (1.5812, 1.5099, -0.3259)
H (-0.6244, 1.3821, 0.3224)
H (0.1969, -1.1656, -3.3597)
H (-1.6899, -1.7044, -2.6989)

Kohn-Sham gap (alpha / beta) (eV): 4.61 / 5.27
Multiplicity: 3
Energy above the lowest of the compared OMol25 structures with the same formula, charge and spin (kcal per mole): 57.9
E_tot (Eh): -649.40404
LUMO level (alpha / beta) (hartree): 0.0169 / -0.1574
Charge: 0
Molecular weight (g mol⁻¹): 120.09

[2]
8 unconnected molecules or ions with the total composition BH18O7 at a distorted geometry. Source: OMol25; level of theory: wB97M-V/def2-TZVPD.

Positions of all 26 atoms, in Å:
B (25.4084, -7.8106, 44.3756)
H (26.0948, -6.8589, 44.3553)
H (24.7210, -7.9246, 43.2818)
H (26.0495, -8.9044, 44.3416)
H (24.6121, -7.8313, 45.3420)
O (25.5560, -4.5414, 46.3627)
H (25.6010, -4.6212, 47.3266)
H (25.8315, -5.4495, 46.1523)
O (25.3638, -9.7730, 47.5265)
H (25.2769, -9.3129, 46.6737)
H (24.5693, -10.0372, 47.7666)
O (24.8344, -5.1866, 42.0472)
H (25.0893, -5.8569, 42.7667)
H (25.6784, -5.2534, 41.5370)
O (25.2693, -11.8880, 43.6460)
H (25.1884, -12.3818, 42.8811)
H (25.3409, -10.9603, 43.5943)
O (22.6283, -5.6032, 44.8304)
H (22.2803, -5.6342, 44.0460)
H (23.2958, -6.3279, 44.7398)
O (28.3198, -8.8868, 46.1056)
H (27.9818, -8.6529, 46.9563)
H (27.7198, -8.8346, 45.4143)
O (27.6743, -7.7531, 41.8400)
H (27.2038, -7.7182, 42.6115)
H (28.5786, -7.4538, 41.9030)

Kohn-Sham gap (eV): 9.54
Energy above the lowest of the compared OMol25 structures with the same formula, charge and spin (kcal per mole): 37.0
E_tot (Eh): -562.29740
LUMO level (hartree): 0.1154
Charge: -1
Molecular weight (g mol⁻¹): 140.95

[3]
A molecular structure, C30H28BaN2Si at a distorted geometry. Source: OMol25; level of theory: wB97M-V/def2-TZVPD.

Positions of all 62 atoms, in Å:
C (0.6512, 2.3907, 2.8215)
C (1.0564, 2.7760, 1.5175)
C (-0.1045, 2.9896, 0.7453)
H (2.0727, 2.8839, 1.1753)
C (-1.2299, 2.7326, 1.5590)
C (-0.7591, 2.3608, 2.8450)
H (-1.3716, 2.1055, 3.6943)
H (1.3049, 2.1614, 3.6470)
H (-0.1289, 3.2577, -0.2972)
H (-2.2607, 2.7971, 1.2524)
Ba (-0.0612, 0.7770, 1.3506)
C (-0.4337, 0.1977, -0.6902)
H (-1.3735, 0.6504, -1.0254)
H (-0.5019, -0.8681, -0.9374)
H (0.3541, 0.6060, -1.3333)
Si (-0.6175, -1.2642, -4.7658)
C (1.1780, -1.0298, -5.2398)
C (1.8314, 0.1795, -4.9864)
H (1.2881, 1.0009, -4.5350)
C (3.1667, 0.3523, -5.3171)
H (3.6554, 1.2963, -5.1144)
C (3.8755, -0.6837, -5.9104)
H (4.9174, -0.5492, -6.1705)
C (3.2428, -1.8900, -6.1733)
H (3.7894, -2.6987, -6.6408)
C (1.9059, -2.0588, -5.8412)
H (1.4229, -3.0038, -6.0597)
C (-1.6134, 0.2692, -5.1661)
C (-1.4177, 0.9542, -6.3687)
H (-0.6641, 0.6111, -7.0675)
C (-2.1653, 2.0798, -6.6789)
H (-1.9990, 2.5978, -7.6145)
C (-3.1248, 2.5438, -5.7889)
H (-3.7078, 3.4233, -6.0295)
C (-3.3305, 1.8794, -4.5886)
H (-4.0733, 2.2406, -3.8892)
C (-2.5796, 0.7534, -4.2816)
H (-2.7457, 0.2493, -3.3371)
H (-0.7705, -1.5350, -3.3102)
H (-1.1269, -2.4563, -5.4971)
C (0.0947, -4.0048, 3.0770)
C (0.0391, -2.7538, 2.4586)
N (0.0475, -1.6089, 3.1889)
C (0.1037, -1.6754, 4.5686)
C (0.1558, -2.9358, 5.2264)
C (0.1523, -4.0969, 4.4626)
C (0.2054, -3.0245, 6.6296)
C (0.1967, -1.8794, 7.4063)
C (0.1429, -0.6368, 6.7882)
C (0.1263, 0.5084, 7.5887)
C (0.0667, 1.7395, 6.9886)
C (0.0308, 1.8129, 5.6081)
N (0.0523, 0.6868, 4.7719)
C (0.1018, -0.5294, 5.3621)
H (0.0899, -4.9108, 2.4864)
H (-0.0051, -2.6935, 1.3814)
H (0.1923, -5.0670, 4.9427)
H (0.2439, -3.9825, 7.1319)
H (0.2294, -1.9580, 8.4867)
H (0.1540, 0.4565, 8.6715)
H (0.0472, 2.6460, 7.5856)
H (-0.0180, 2.8257, 5.2337)

Kohn-Sham gap (eV): 4.33
Energy above the lowest of the compared OMol25 structures with the same formula, charge and spin (kcal per mole): 138.5
E_tot (Eh): -1584.15110
LUMO level (hartree): -0.0195
Charge: 0
Molecular weight (g mol⁻¹): 581.98

[4]
A molecular structure, C14H36HgOSbSi3. Source: OMol25; level of theory: wB97M-V/def2-TZVPD.

Positions of all 56 atoms, in Å:
Hg (0.7043, 2.8476, 1.0434)
C (0.2308, -3.8747, 1.1487)
Si (-1.1791, -2.8782, 0.4191)
C (-1.7679, -3.7555, -1.1277)
C (-2.5866, -2.7871, 1.6571)
Sb (-0.3113, -0.4899, 0.1571)
Si (0.9930, -0.6068, -2.0302)
C (1.7283, 1.0845, -2.3682)
C (-0.0142, -1.1287, -3.5237)
C (2.3851, -1.8343, -1.7613)
Si (-2.4376, 0.6550, -0.6954)
C (-3.3642, 1.2527, 0.8175)
C (-2.0046, 2.1162, -1.7869)
C (-3.5606, -0.4788, -1.6845)
H (-0.0930, -4.8924, 1.3830)
H (0.6060, -3.4156, 2.0648)
H (1.0632, -3.9416, 0.4440)
H (-2.1227, -4.7528, -0.8495)
H (-0.9607, -3.8808, -1.8527)
H (-2.5871, -3.2299, -1.6178)
H (-2.9531, -3.7887, 1.8978)
H (-3.4244, -2.2109, 1.2617)
H (-2.2630, -2.3120, 2.5852)
H (0.9612, 1.8145, -2.6296)
H (2.4258, 1.0128, -3.2081)
H (2.2795, 1.4697, -1.5073)
H (-0.9051, -0.5096, -3.6453)
H (-0.3372, -2.1686, -3.4442)
H (0.5902, -1.0308, -4.4301)
H (3.0148, -1.5354, -0.9210)
H (3.0162, -1.8974, -2.6521)
H (1.9993, -2.8345, -1.5510)
H (-2.7622, 1.9648, 1.3857)
H (-3.6150, 0.4205, 1.4789)
H (-4.2947, 1.7470, 0.5249)
H (-1.2833, 2.7838, -1.3124)
H (-2.9112, 2.6926, -1.9931)
H (-1.5929, 1.7871, -2.7431)
H (-3.9108, -1.3218, -1.0893)
H (-3.0565, -0.8743, -2.5686)
H (-4.4399, 0.0795, -2.0195)
O (0.2645, 7.0016, 0.4340)
C (0.6436, 6.2407, -0.3024)
C (3.2328, 3.1739, 3.4531)
C (3.2062, 1.8438, 2.7053)
C (2.2849, 0.8449, 3.3997)
C (2.8444, 2.0197, 1.2506)
H (3.5914, 3.0456, 4.4761)
H (2.2276, 3.6023, 3.5012)
H (3.8804, 3.8969, 2.9536)
H (4.2254, 1.4283, 2.7328)
H (1.2611, 1.2294, 3.4340)
H (2.6088, 0.6571, 4.4253)
H (2.2582, -0.1071, 2.8663)
H (2.7541, 1.0834, 0.6996)
H (3.4581, 2.7425, 0.7142)

Kohn-Sham gap (alpha / beta) (eV): 7.39 / 7.18
Multiplicity: 2
Energy above the lowest of the compared OMol25 structures with the same formula, charge and spin (kcal per mole): 0.0
E_tot (Eh): -1892.45118
LUMO level (alpha / beta) (hartree): 0.0272 / -0.0191
Charge: 0
Molecular weight (g mol⁻¹): 627.05

[5]
A molecular structure, C22H21BeN3. Source: OMol25; level of theory: wB97M-V/def2-TZVPD.

Positions of all 47 atoms, in Å:
Be (-0.5436, -0.1615, 0.0080)
C (-3.1696, -2.5249, 2.0719)
C (-2.4912, -1.9607, 0.9785)
N (-1.5393, -1.0685, 1.1419)
C (-1.1881, -0.6882, 2.3971)
C (-1.8177, -1.1754, 3.5449)
C (-2.8391, -2.1288, 3.3417)
C (-1.3944, -0.6747, 4.8035)
C (-0.3974, 0.2616, 4.8311)
C (0.2427, 0.7462, 3.6668)
C (-0.1270, 0.2722, 2.4253)
N (0.2928, 0.6051, 1.1694)
C (1.3921, 1.4501, 0.9818)
C (2.5955, 1.2624, 1.6165)
C (3.7046, 2.0927, 1.3565)
C (3.6171, 3.1100, 0.4517)
C (2.3909, 3.3470, -0.2149)
C (2.2293, 4.3942, -1.1530)
C (1.0155, 4.5886, -1.7395)
C (-0.0501, 3.7335, -1.3777)
N (0.0567, 2.7527, -0.5246)
C (1.2684, 2.5346, 0.0542)
H (-3.9440, -3.2565, 1.8923)
H (-2.7319, -2.2352, -0.0401)
H (-3.3557, -2.5423, 4.1995)
H (-1.8597, -1.0311, 5.7122)
H (-0.0742, 0.6595, 5.7851)
H (1.0212, 1.4897, 3.7639)
H (2.7008, 0.4397, 2.3131)
H (4.6359, 1.9000, 1.8735)
H (4.4662, 3.7453, 0.2327)
H (3.0755, 5.0292, -1.3875)
H (0.8543, 5.3784, -2.4603)
H (-1.0297, 3.8857, -1.8216)
C (-1.2281, -1.4245, -3.8881)
C (-1.5767, -1.1871, -2.4187)
C (-2.9339, -0.4887, -2.3303)
C (-0.5006, -0.3763, -1.6940)
H (-1.9997, -1.9952, -4.4120)
H (-0.2834, -1.9626, -3.9849)
H (-1.1137, -0.4660, -4.4022)
H (-1.6642, -2.1801, -1.9538)
H (-2.9183, 0.4202, -2.9384)
H (-3.1745, -0.1780, -1.3108)
H (-3.7491, -1.1163, -2.6989)
H (-0.4678, 0.6253, -2.1448)
H (0.4871, -0.8038, -1.9316)

Kohn-Sham gap (eV): 7.01
Energy above the lowest of the compared OMol25 structures with the same formula, charge and spin (kcal per mole): 0.0
E_tot (Eh): -1030.06536
LUMO level (hartree): -0.0109
Charge: 0
Molecular weight (g mol⁻¹): 336.44

Q: The highest molecular weight belongs to which entry?
A: C14H36HgOSbSi3

Q: Among the records above, which one has the lowest E_tot?
A: C14H36HgOSbSi3